This record from the OMol25 dataset describes C3H5NO2 in the gas phase. The level of theory is wB97M-V/def2-TZVPD.

## Properties
E_HOMO = -10.45 eV
gap between HOMO and LUMO = 10.98 eV
E_tot = -8775.93557 eV
energy above the lowest of the compared OMol25 structures with the same formula, charge and spin = 169.73 kJ/mol

XYZ file:
```
11
Properties=species:S:1:pos:R:3:forces:R:3:nbo_charge:R:1
O -1.4746 0.4266 -2.3568 0.0382 -0.0575 0.2631 -0.61
C -0.5574 0.0453 -1.7003 0.2435 -0.0955 -1.0952 0.97
N -1.0793 0.2890 0.0288 0.0570 0.1131 0.6554 -0.63
C -0.2336 0.1940 0.9859 -0.7241 -0.2349 0.2395 0.22
C 0.9803 -0.5876 0.7778 0.3048 0.6161 0.0916 -0.66
O 0.5691 -0.3627 -1.6736 -0.6956 0.2360 -0.6587 -0.64
H -1.7952 1.0046 0.0808 -0.0745 -0.0787 0.2469 0.39
H 1.2964 0.3606 0.2445 1.3284 -1.3749 -0.4712 0.28
H -0.2590 0.8356 1.8657 -0.3602 0.0398 0.0602 0.19
H 0.8572 -1.4917 0.1676 0.3510 0.8176 0.1058 0.27
H 1.6961 -0.7138 1.5797 -0.4687 0.0188 0.5626 0.23
```
Positions in Å, forces in eV/Å.

***

This record from the OMol25 dataset describes C3H5NO2 in the gas phase. The level of theory is wB97M-V/def2-TZVPD.

## Properties
E_HOMO = -9.14 eV
gap between HOMO and LUMO = 9.19 eV
structure (SMILES) = C[N@@H+]1C(=O)[C@H]1[O-]
E_tot = -8773.95199 eV
energy above the lowest of the compared OMol25 structures with the same formula, charge and spin = 361.12 kJ/mol

XYZ file:
```
11
Properties=species:S:1:pos:R:3:forces:R:3:nbo_charge:R:1
C 1.3319 -0.2957 0.4330 0.3845 0.2813 0.0002 -0.42
N 0.2316 -0.1571 -0.5051 -0.2418 0.9047 0.1185 -0.63
C -0.8621 1.0833 -0.6345 -0.1868 -1.8279 -0.4045 0.65
O -1.0635 1.7486 -1.5730 0.5427 0.0625 0.3495 -0.44
C -1.3617 -0.0577 0.3062 -1.3505 0.8856 -0.2467 0.30
O -2.2211 -0.8463 -0.0747 0.3768 0.3627 0.1208 -0.63
H 1.5204 0.6576 0.9317 0.0107 -0.1158 0.0030 0.20
H 1.1213 -1.0540 1.1908 -0.0477 -0.0162 -0.0660 0.20
H 2.2422 -0.5753 -0.1000 -0.0039 0.0727 0.0856 0.21
H 0.2853 -0.7368 -1.3375 -0.2012 0.0049 0.1092 0.41
H -1.2243 0.2334 1.3630 0.7171 -0.6146 -0.0697 0.15
```
Positions in Å, forces in eV/Å.

***

This record from the OMol25 dataset describes C3H5NO2 in the gas phase. The level of theory is wB97M-V/def2-TZVPD.

## Properties
E_HOMO = -8.91 eV
gap between HOMO and LUMO = 9.65 eV
structure (SMILES) = N/C=C\C(=O)O
E_tot = -8776.92949 eV
energy above the lowest of the compared OMol25 structures with the same formula, charge and spin = 73.83 kJ/mol

XYZ file:
```
11
Properties=species:S:1:pos:R:3:forces:R:3:nbo_charge:R:1
N -1.9095 0.5787 0.1497 -0.8519 -0.4741 -0.4817 -0.80
C -1.4255 -0.7166 -0.0036 -1.2694 1.0496 0.0900 0.11
C -0.1368 -1.0720 -0.2053 0.5647 -0.2250 0.7946 -0.48
C 0.9488 -0.1002 -0.0822 3.3017 -0.1857 1.7680 0.75
O 2.1575 -0.3516 0.2038 -3.6990 0.3772 -1.4493 -0.63
O 0.5910 1.2407 -0.1002 0.4908 -0.8193 -0.7817 -0.73
H -1.3758 1.4285 -0.1021 -0.3766 -1.2853 0.3032 0.43
H -2.9344 0.6579 0.1267 1.0564 0.0468 0.0203 0.39
H -2.2582 -1.4710 0.1068 1.2792 0.7247 -0.1610 0.21
H 0.1718 -2.1199 -0.0613 -0.2629 0.7055 -0.4272 0.25
H 1.4571 1.6734 -0.2001 -0.2329 0.0856 0.3248 0.51
```
Positions in Å, forces in eV/Å.

***

This record from the OMol25 dataset describes C3H5NO2 in the gas phase. The level of theory is wB97M-V/def2-TZVPD.

## Properties
E_HOMO = -9.79 eV
gap between HOMO and LUMO = 10.72 eV
structure (SMILES) = ON=C1COC1
E_tot = -8773.96794 eV
energy above the lowest of the compared OMol25 structures with the same formula, charge and spin = 359.58 kJ/mol

XYZ file:
```
11
Properties=species:S:1:pos:R:3:forces:R:3:nbo_charge:R:1
O 2.0714 -0.8802 -0.3041 -0.0174 -0.1350 -0.1753 -0.58
N 1.5171 0.2651 0.2829 -0.5977 0.3233 0.0387 -0.13
C 0.2620 0.1935 0.1956 0.3721 0.0599 -0.0206 0.19
C -0.9004 1.0651 0.5880 0.1710 0.2330 0.2028 -0.10
O -1.7924 0.0985 -0.0030 -0.2233 0.0012 -0.0451 -0.52
C -0.7100 -0.7569 -0.4237 0.0652 -0.2830 -0.1566 -0.13
H 2.9168 -0.5555 -0.6171 0.3495 -0.0910 0.0644 0.48
H -0.9489 2.0441 0.0902 0.0252 -0.2245 0.1031 0.20
H -1.0658 1.1825 1.6647 -0.0038 -0.0086 -0.1376 0.20
H -0.7479 -1.7583 0.0168 -0.0761 0.1123 -0.0100 0.20
H -0.6236 -0.8402 -1.5143 -0.0645 0.0123 0.1361 0.20
```
Positions in Å, forces in eV/Å.

***

This record from the OMol25 dataset describes a molecular structure, C3H5NO2. The level of theory is wB97M-V/def2-TZVPD.

## Properties
E_HOMO = -10.20 eV
gap between HOMO and LUMO = 11.10 eV
E_tot = -8776.36756 eV
energy above the lowest of the compared OMol25 structures with the same formula, charge and spin = 128.05 kJ/mol

XYZ file:
```
11
Properties=species:S:1:pos:R:3:forces:R:3:nbo_charge:R:1
O 0.5845 1.7836 -0.4089 0.1846 0.0467 -0.2228 -0.69
C 0.1405 0.7354 0.3814 -0.0223 0.0200 0.1684 0.00
C -1.0972 -0.1028 -0.0436 -0.2458 0.1494 -0.0469 -0.23
N -0.2811 -1.3047 0.2733 0.1623 -0.1635 -0.1187 -0.62
C 0.8787 -0.5735 0.1672 0.4976 -0.1759 -0.1523 0.65
O 1.9944 -0.8218 -0.2240 -0.4075 -0.0034 0.3958 -0.58
H 1.3579 1.4406 -0.8843 -0.0952 0.2691 0.0120 0.49
H 0.0713 1.0200 1.4365 0.0347 0.0297 -0.1457 0.19
H -2.0226 0.0417 0.5175 0.1754 -0.2614 0.0472 0.20
H -1.2756 0.0253 -1.1153 -0.0177 -0.0677 0.1146 0.20
H -0.3509 -2.2437 -0.0997 -0.2662 0.1570 -0.0517 0.40
```
Positions in Å, forces in eV/Å.

***

This record from the OMol25 dataset describes C3H5NO2 in the gas phase. The level of theory is wB97M-V/def2-TZVPD.

## Properties
E_HOMO = -10.53 eV
gap between HOMO and LUMO = 11.39 eV
structure (SMILES) = [H]/N=C(\C)OC=O
E_tot = -8776.76466 eV
energy above the lowest of the compared OMol25 structures with the same formula, charge and spin = 89.74 kJ/mol

XYZ file:
```
11
Properties=species:S:1:pos:R:3:forces:R:3:nbo_charge:R:1
H -0.3020 0.5816 2.1354 -0.0062 -0.0434 -0.0390 0.35
N -0.4660 -0.1848 1.4866 0.2450 0.1435 -0.2941 -0.63
C 0.1510 0.0110 0.4086 -0.1036 0.1523 0.3454 0.57
C 1.0483 1.1403 -0.0042 0.0283 0.0456 0.0516 -0.70
O 0.0746 -0.9618 -0.5794 -0.0307 -0.0658 0.0130 -0.54
C -1.1401 -1.4738 -0.9222 -0.4699 0.1009 -0.0278 0.66
O -2.1921 -0.9193 -0.8195 0.5453 -0.2427 -0.0083 -0.53
H 0.5159 1.7992 -0.6984 0.0498 -0.1247 0.0648 0.24
H 1.9333 0.7571 -0.5195 -0.1346 0.0188 0.0754 0.24
H 1.3606 1.7216 0.8665 -0.0714 -0.0812 -0.1311 0.22
H -0.9834 -2.4711 -1.3539 -0.0517 0.0967 -0.0501 0.12
```
Positions in Å, forces in eV/Å.